(1)
# C20H34BBrCaF2MgN3O10P

A molecular structure, C20H34BBrCaF2MgN3O10P at a distorted geometry (ωB97M-V with the def2-TZVPD basis set, the OMol25 dataset).

Properties
HOMO energy	-6.23	eV
multiplicity	1
total charge	0

Positions of all 74 atoms, in Å:
1 C -1.863 0.022 5.038
2 C -0.361 -0.242 4.768
3 O 0.095 0.343 3.806
4 N 0.378 -1.114 5.561
5 C 1.262 -1.854 4.598
6 B 1.369 -0.330 6.476
7 N 0.678 0.069 7.818
8 C 1.597 0.695 8.689
9 O 1.355 0.946 9.804
10 F 2.810 1.025 8.215
11 C 0.199 -1.050 8.533
12 O 0.682 -2.072 8.673
13 F -1.046 -0.810 9.152
14 H -2.432 -1.050 5.342
15 H -2.049 0.859 5.789
16 H -2.326 0.339 4.058
17 H 2.113 -1.176 4.359
18 H 1.721 -2.721 5.111
19 H 0.733 -2.155 3.687
20 H 2.385 -0.960 6.614
21 H 1.692 0.683 5.895
22 C -1.723 -3.319 -0.650
23 C -1.739 -3.278 0.682
24 C -1.227 -2.096 1.418
25 O -1.238 -2.043 2.627
26 C -0.698 -0.967 0.620
27 C -0.683 -1.009 -0.707
28 C -1.196 -2.186 -1.446
29 O -1.185 -2.208 -2.660
30 H -2.094 -4.170 -1.207
31 H -2.122 -4.093 1.284
32 H -0.328 -0.114 1.179
33 H -0.302 -0.191 -1.307
34 C -0.043 2.557 -8.096
35 C -0.693 1.471 -7.236
36 C -0.334 1.562 -5.755
37 N 0.850 0.722 -5.288
38 C 1.239 1.279 -3.926
39 C 2.509 0.661 -3.369
40 C 3.665 0.782 -4.348
41 C 3.284 0.182 -5.691
42 C 2.018 0.820 -6.240
43 C 0.388 -0.697 -5.147
44 H 1.018 2.373 -8.270
45 H -0.525 2.600 -9.074
46 H -0.147 3.539 -7.632
47 H -0.494 0.481 -7.655
48 H -1.772 1.621 -7.305
49 H -1.178 1.229 -5.149
50 H -0.121 2.595 -5.480
51 H 1.383 2.353 -4.056
52 H 0.391 1.119 -3.260
53 H 2.769 1.169 -2.438
54 H 2.348 -0.390 -3.110
55 H 4.549 0.282 -3.950
56 H 3.927 1.837 -4.481
57 H 3.166 -0.901 -5.601
58 H 4.095 0.339 -6.405
59 H 1.729 0.333 -7.170
60 H 2.188 1.883 -6.416
61 H 0.070 -1.066 -6.120
62 H -0.442 -0.716 -4.443
63 H 1.200 -1.308 -4.767
64 Mg -3.237 -0.213 9.389
65 Br -2.753 -2.563 6.063
66 O -2.342 -3.546 12.617
67 H -2.562 -2.629 12.815
68 H -1.757 -3.487 11.854
69 O -2.164 3.138 -3.052
70 P -3.152 3.662 -4.096
71 O -2.454 4.645 -5.030
72 O -4.296 4.378 -3.387
73 O -3.672 2.485 -4.919
74 Ca -3.107 1.644 3.804

Atom charges from the Löwdin analysis, given in e for atoms 1 to 4: C -0.27; C -0.55; O 0.01; N -0.04

---

(2)
# C20H34BaFN3O13S2

A molecular structure, C20H34BaFN3O13S2 at a distorted geometry (ωB97M-V with the def2-TZVPD basis set, the OMol25 dataset).

Properties
HOMO energy	4.14	eV
multiplicity	1
total charge	-4

Positions of all 74 atoms, in Å:
1 Ba 1.678 -0.025 19.626
2 N 7.729 1.509 19.530
3 O 8.434 0.835 20.298
4 O 8.084 2.463 18.908
5 O 6.593 1.203 19.310
6 F 1.905 4.140 21.509
7 O -0.749 3.772 16.856
8 C -1.230 4.628 15.867
9 C -2.205 5.942 16.171
10 O -3.402 5.845 16.954
11 H -1.732 4.103 15.055
12 H -0.344 5.163 15.525
13 H -2.235 6.567 15.278
14 H -1.550 6.664 16.658
15 O -2.724 -0.417 22.355
16 C -3.900 -1.143 22.319
17 C -5.270 -0.341 22.571
18 O -5.593 0.760 21.782
19 H -3.854 -1.931 23.071
20 H -3.999 -1.700 21.387
21 H -5.349 0.023 23.595
22 H -6.021 -1.123 22.467
23 O 4.136 -0.445 24.903
24 S 4.731 0.220 26.073
25 O 3.916 1.098 26.866
26 O 5.332 -0.934 26.962
27 C 5.442 -0.770 28.313
28 C 5.750 -2.048 29.065
29 C 6.291 1.207 25.671
30 H 4.455 -0.489 28.679
31 H 6.096 0.044 28.624
32 H 5.037 -2.828 28.798
33 H 5.682 -1.906 30.144
34 H 6.737 -2.386 28.750
35 H 6.198 1.949 24.877
36 H 7.071 0.556 25.275
37 H 6.686 1.630 26.594
38 O -4.371 -3.745 15.936
39 S -3.554 -2.638 15.522
40 O -2.244 -2.325 16.147
41 O -3.346 -2.893 13.893
42 C -4.503 -3.099 13.035
43 C -4.263 -2.841 11.547
44 C -4.573 -1.008 15.302
45 H -5.391 -2.518 13.281
46 H -4.846 -4.126 13.160
47 H -3.254 -3.130 11.254
48 H -4.495 -1.793 11.357
49 H -5.013 -3.417 11.004
50 H -4.060 -0.392 14.563
51 H -4.511 -0.646 16.328
52 H -5.594 -1.336 15.110
53 N 4.153 -4.418 19.873
54 C 5.386 -4.649 20.384
55 C 6.061 -5.868 20.318
56 C 5.482 -6.919 19.617
57 C 4.183 -6.703 19.034
58 C 3.584 -5.464 19.225
59 H 5.874 -3.887 20.973
60 H 7.021 -5.996 20.797
61 H 6.028 -7.825 19.397
62 H 3.855 -7.557 18.461
63 H 2.651 -5.268 18.717
64 N 3.432 -1.407 14.755
65 C 4.766 -1.708 14.579
66 C 5.350 -1.972 13.332
67 C 4.524 -1.893 12.219
68 C 3.161 -1.635 12.369
69 C 2.613 -1.442 13.639
70 H 5.352 -1.808 15.480
71 H 6.385 -2.245 13.191
72 H 4.790 -2.160 11.207
73 H 2.650 -1.514 11.425
74 H 1.614 -1.053 13.773

Atom charges from the Löwdin analysis, given in e for atoms 1 to 4: Ba 0.81; N -0.74; O -0.12; O -0.07

---

(3)
# C20H34BeClN4O6

A molecular structure, C20H34BeClN4O6 at a distorted geometry (ωB97M-V with the def2-TZVPD basis set, the OMol25 dataset).

Properties
HOMO energy	-4.03	eV
relative energy (zero: lowest compared OMol25 entry of this formula, charge and spin)	0.0	kcal/mol
multiplicity	1
total charge	-1

Positions of all 66 atoms, in Å:
1 O 0.225 0.011 -0.972
2 C -0.449 0.124 -2.149
3 C -0.119 1.484 -2.829
4 C 0.492 2.546 -2.150
5 H 0.725 2.450 -1.082
6 C 0.747 3.747 -2.836
7 H 1.282 4.545 -2.317
8 C 0.305 3.920 -4.153
9 H 0.478 4.866 -4.676
10 C -0.328 2.862 -4.821
11 H -0.682 2.972 -5.848
12 C -0.496 1.638 -4.167
13 H -0.984 0.789 -4.662
14 H -0.068 -0.638 -2.852
15 C -2.418 -1.510 -1.880
16 C -1.961 -0.099 -2.061
17 H -3.492 -1.557 -2.084
18 H -2.250 -1.811 -0.834
19 H -1.905 -2.220 -2.541
20 C -2.774 0.957 -1.911
21 C -4.175 0.909 -1.395
22 H -2.381 1.962 -2.092
23 H -4.880 1.345 -2.120
24 H -4.216 1.515 -0.480
25 H -4.484 -0.113 -1.153
26 Be 0.119 -0.243 0.620
27 Cl -2.186 -0.131 1.180
28 C -0.718 0.005 3.465
29 O 0.231 -0.595 2.961
30 N -1.083 -0.040 4.759
31 C -0.630 -1.169 5.550
32 C -1.910 0.945 5.437
33 H -1.405 0.578 2.784
34 H -0.038 -1.838 4.926
35 H -1.485 -1.718 5.967
36 H -0.036 -0.831 6.409
37 H -2.121 1.783 4.762
38 H -1.398 1.313 6.335
39 H -2.860 0.505 5.771
40 H 4.877 1.675 -1.210
41 H 4.800 2.015 1.246
42 C 3.780 1.660 -1.196
43 C 3.713 1.853 1.291
44 N 3.305 1.151 0.078
45 H 3.416 0.989 -1.982
46 C 2.622 0.007 0.108
47 O 1.871 -0.347 1.036
48 H 3.467 1.253 2.170
49 H 2.728 -0.614 -0.802
50 H 3.398 2.670 -1.384
51 H 3.221 2.830 1.363
52 H -0.053 -5.433 1.274
53 H 2.036 -5.616 -0.331
54 C -0.487 -4.862 0.436
55 C 1.533 -4.900 -0.993
56 N 0.550 -4.112 -0.257
57 H -1.252 -4.180 0.808
58 C 0.684 -2.796 -0.078
59 O -0.106 -2.077 0.582
60 H 2.277 -4.225 -1.427
61 H 1.566 -2.370 -0.573
62 H -0.920 -5.590 -0.265
63 H 1.040 -5.463 -1.793
64 O 0.742 3.390 2.024
65 N 0.301 2.233 2.060
66 O 0.219 1.602 0.956

Atom charges from the Löwdin analysis, given in e for atoms 1 to 4: O -0.19; C -0.37; C -0.17; C -0.02

---

(4)
# C20H34BrCl2F6IN2O7P3

A molecular structure, C20H34BrCl2F6IN2O7P3 at a distorted geometry (ωB97M-V with the def2-TZVPD basis set, the OMol25 dataset).

Properties
HOMO energy	-11.39	eV
multiplicity	1
total charge	+1

Positions of all 76 atoms, in Å:
1 C 3.550 0.879 0.574
2 C 2.209 0.150 0.548
3 Cl 2.545 -1.599 0.701
4 C 1.314 0.377 -0.717
5 Cl 2.024 1.436 -1.964
6 C -0.118 0.834 -0.456
7 N -0.441 1.942 0.145
8 C 0.547 2.933 0.647
9 C 0.940 4.069 -0.331
10 C 0.525 5.530 -0.063
11 C 0.343 5.953 1.391
12 O -0.300 7.203 1.521
13 C -1.880 2.077 0.436
14 I -2.698 3.986 -0.087
15 P -2.416 1.900 2.208
16 C -2.113 3.366 3.279
17 C -1.322 0.672 3.000
18 C -2.512 0.956 -0.602
19 N -2.938 1.616 -1.789
20 Br -4.137 0.192 0.179
21 C -1.285 -0.020 -0.855
22 C -1.079 -0.456 -2.341
23 C -2.076 -1.470 -2.896
24 O -3.395 -1.005 -2.850
25 C -1.685 -1.813 -4.335
26 F -0.513 -2.438 -4.367
27 F -1.592 -0.728 -5.101
28 F -2.589 -2.606 -4.877
29 P -0.864 -1.640 0.101
30 P -2.421 -3.170 0.448
31 O -1.592 -4.370 0.524
32 O -3.183 -2.785 1.788
33 O -3.517 -3.144 -0.716
34 H 4.066 0.623 1.501
35 H 4.171 0.558 -0.264
36 H 3.443 1.965 0.523
37 H 1.620 0.395 1.436
38 H 1.226 -0.586 -1.213
39 H 0.150 3.295 1.597
40 H 1.427 2.354 0.877
41 H 0.598 3.781 -1.329
42 H 2.032 4.039 -0.382
43 H -0.381 5.782 -0.621
44 H 1.314 6.160 -0.487
45 H -0.200 5.188 1.953
46 H 1.318 6.083 1.873
47 H -1.163 7.166 1.086
48 H -3.069 3.575 3.759
49 H -1.366 3.152 4.049
50 H -1.805 4.260 2.742
51 H -1.482 0.806 4.074
52 H -1.680 -0.326 2.744
53 H -0.244 0.747 2.811
54 H -2.263 1.638 -2.537
55 H -3.821 1.289 -2.154
56 H -0.122 -0.984 -2.397
57 H -0.985 0.404 -3.008
58 H -1.960 -2.415 -2.344
59 H -3.994 -1.759 -2.770
60 H -0.875 -1.108 1.395
61 H -4.133 -2.612 1.722
62 H -4.148 -3.883 -0.651
63 C 1.342 -5.311 1.026
64 C 2.680 -6.003 0.931
65 O 3.485 -5.457 -0.150
66 C 4.089 -4.311 0.078
67 O 4.045 -3.630 1.064
68 C 4.939 -3.914 -1.161
69 F 4.234 -4.046 -2.295
70 F 6.021 -4.698 -1.241
71 F 5.339 -2.645 -1.062
72 H 0.811 -5.352 0.076
73 H 0.722 -5.800 1.777
74 H 1.463 -4.266 1.312
75 H 2.578 -7.051 0.664
76 H 3.249 -5.927 1.856

Atom charges from the Löwdin analysis, given in e for atoms 1 to 4: C -0.14; C -0.71; Cl 0.79; C -0.63

---

(5)
# C20H34Cl10F2O15

10 unconnected molecules or ions with the total composition C20H34Cl10F2O15 at a distorted geometry (ωB97M-V with the def2-TZVPD basis set, the OMol25 dataset).

Properties
HOMO energy	-10.48	eV
SMILES	O=C1OC[C@@H](F)O1.O=C1OC[C@@H](F)O1.COC(=O)OC.COC(=O)OC.COC(=O)OC.ClCCl.ClCCl.ClCCl.ClCCl.ClCCl
multiplicity	1
total charge	0

Positions of all 81 atoms, in Å:
1 C -0.847 0.644 0.776
2 O 0.127 0.351 -0.193
3 C 1.234 -0.270 0.184
4 O 1.577 -0.547 1.341
5 O 2.011 -0.524 -0.848
6 C 3.227 -1.270 -0.692
7 H -1.334 -0.269 1.117
8 H -1.658 1.165 0.265
9 H -0.455 1.261 1.585
10 H 2.925 -2.261 -0.351
11 H 3.865 -0.810 0.063
12 H 3.708 -1.341 -1.667
13 C -1.672 8.012 4.365
14 O -2.262 7.170 3.404
15 C -1.581 6.044 2.946
16 O -0.438 5.715 3.263
17 O -2.373 5.486 2.061
18 C -2.132 4.251 1.391
19 H -2.426 8.682 4.778
20 H -0.897 8.541 3.811
21 H -1.404 7.391 5.220
22 H -1.340 4.392 0.655
23 H -3.059 3.980 0.886
24 H -1.830 3.391 1.989
25 C -0.766 -0.175 -3.295
26 O -1.195 -0.526 -4.652
27 C -1.551 0.377 -5.551
28 O -1.575 1.559 -5.300
29 O -1.761 -0.302 -6.685
30 C -1.866 0.476 -7.859
31 H -1.601 0.177 -2.689
32 H 0.009 0.586 -3.212
33 H -0.408 -1.028 -2.718
34 H -2.005 -0.126 -8.757
35 H -0.994 1.096 -8.069
36 H -2.741 1.121 -7.773
37 C -5.059 -1.317 -1.136
38 C -4.058 -2.376 -0.712
39 O -3.515 -2.881 -1.943
40 C -4.310 -2.518 -2.866
41 O -4.116 -2.921 -4.031
42 O -5.238 -1.719 -2.439
43 F -4.771 -3.402 -0.130
44 H -4.625 -0.320 -1.055
45 H -6.002 -1.267 -0.591
46 H -3.273 -1.953 -0.085
47 C 3.644 -6.308 -1.477
48 C 4.385 -5.016 -1.488
49 O 4.142 -4.551 -0.198
50 C 2.961 -4.999 0.233
51 O 2.432 -4.628 1.286
52 O 2.588 -6.073 -0.536
53 F 4.013 -4.180 -2.457
54 H 4.291 -7.098 -1.094
55 H 3.314 -6.606 -2.472
56 H 5.456 -5.167 -1.622
57 C 2.238 -0.796 4.434
58 Cl 3.026 -0.492 6.036
59 Cl 0.695 0.012 4.135
60 H 2.938 -0.550 3.636
61 H 2.050 -1.868 4.367
62 C -0.915 -3.440 3.521
63 Cl -1.800 -2.034 2.930
64 Cl -2.033 -4.497 4.387
65 H -0.489 -3.922 2.642
66 H -0.156 -3.133 4.241
67 C 6.675 -1.114 -2.233
68 Cl 6.438 -1.841 -3.922
69 Cl 6.612 0.698 -2.135
70 H 5.928 -1.620 -1.621
71 H 7.734 -1.304 -2.059
72 C -3.884 1.788 3.279
73 Cl -4.380 3.385 3.956
74 Cl -4.141 1.579 1.527
75 H -2.801 1.809 3.406
76 H -4.387 1.004 3.845
77 C 2.371 3.932 2.129
78 Cl 3.120 2.684 3.125
79 Cl 1.243 3.442 0.827
80 H 1.956 4.639 2.848
81 H 3.194 4.519 1.722

Atom charges from the Löwdin analysis, given in e for atoms 1 to 4: C -0.11; O -0.02; C -0.59; O 0.04

---

(6)
# C20H34FN8O2SSi

A molecular structure, C20H34FN8O2SSi at a distorted geometry (ωB97M-V with the def2-TZVPD basis set, the OMol25 dataset).

Properties
HOMO energy	-3.32	eV
relative energy (zero: lowest compared OMol25 entry of this formula, charge and spin)	11.2	kcal/mol
multiplicity	1
total charge	-1

Positions of all 67 atoms, in Å:
1 C -1.664 -2.333 2.221
2 Si -1.962 -0.545 1.699
3 C -2.386 0.565 3.142
4 C -0.339 0.078 1.017
5 C -3.184 -0.474 0.311
6 S -4.728 -0.358 0.887
7 O -5.178 0.963 1.053
8 O -5.156 -1.240 1.918
9 F -5.574 -0.874 -0.359
10 H -0.982 -2.406 3.038
11 H -1.213 -2.821 1.381
12 H -2.568 -2.856 2.446
13 H -2.299 1.577 2.823
14 H -1.670 0.443 3.925
15 H -3.354 0.394 3.560
16 H -0.611 0.775 0.274
17 H 0.199 -0.712 0.531
18 H 0.261 0.589 1.739
19 H -3.165 -1.417 -0.189
20 C 3.525 1.070 1.818
21 C 2.433 1.584 2.609
22 N 1.523 1.993 3.165
23 H 3.320 1.217 0.760
24 H 4.444 1.594 2.073
25 H 3.678 0.008 1.989
26 C -2.262 -3.990 -2.559
27 C -1.485 -2.830 -2.168
28 N -0.928 -1.880 -1.858
29 H -2.186 -4.158 -3.631
30 H -1.915 -4.888 -2.053
31 H -3.309 -3.859 -2.308
32 C -5.825 -3.128 -4.573
33 C -5.674 -4.140 -3.548
34 N -5.539 -4.930 -2.733
35 H -6.622 -2.439 -4.307
36 H -4.904 -2.558 -4.679
37 H -6.063 -3.587 -5.529
38 C -2.486 3.279 -1.708
39 C -1.376 3.134 -0.791
40 N -0.545 3.019 -0.014
41 H -2.501 4.279 -2.138
42 H -2.408 2.550 -2.510
43 H -3.422 3.102 -1.181
44 C 2.212 -3.806 -1.922
45 C 2.133 -2.758 -0.925
46 N 2.071 -1.912 -0.156
47 H 2.283 -4.788 -1.459
48 H 1.332 -3.801 -2.562
49 H 3.085 -3.672 -2.554
50 C 4.980 -1.010 -2.853
51 C 4.880 -2.182 -3.701
52 N 4.787 -3.112 -4.362
53 H 5.077 -0.113 -3.452
54 H 4.092 -0.913 -2.232
55 H 5.847 -1.083 -2.203
56 C 3.368 4.797 5.592
57 C 4.120 3.893 4.747
58 N 4.714 3.176 4.086
59 H 2.373 4.396 5.769
60 H 3.869 4.928 6.548
61 H 3.269 5.769 5.116
62 C 3.410 5.037 0.489
63 C 3.992 4.155 -0.502
64 N 4.437 3.421 -1.255
65 H 2.434 4.661 0.794
66 H 4.050 5.087 1.367
67 H 3.288 6.038 0.084

Atom charges from the Löwdin analysis, given in e for atoms 1 to 4: C -0.18; Si 0.40; C -0.17; C -0.20

---

(7)
# C20H34NO5Ta

A molecular structure, C20H34NO5Ta (ωB97M-V with the def2-TZVPD basis set, the OMol25 dataset).

Properties
HOMO energy	-14.56	eV
relative energy (zero: lowest compared OMol25 entry of this formula, charge and spin)	31.1	kcal/mol
multiplicity	1
total charge	+2

Positions of all 61 atoms, in Å:
1 Ta -0.221 -0.766 -0.555
2 C -2.721 -2.234 -2.359
3 O -2.286 -1.482 -1.206
4 C -3.305 -0.974 -0.330
5 C -3.245 0.532 -0.435
6 O -1.832 0.877 -0.340
7 C -1.368 1.892 -1.285
8 C -1.199 1.291 -2.686
9 O -0.408 0.075 -2.581
10 C 0.518 -0.169 -3.687
11 H -3.321 -3.081 -2.032
12 H -1.824 -2.594 -2.857
13 H -3.294 -1.591 -3.026
14 H -3.066 -1.315 0.683
15 H -4.288 -1.362 -0.594
16 H -3.783 1.032 0.369
17 H -3.626 0.871 -1.398
18 H -0.414 2.233 -0.880
19 H -2.067 2.727 -1.303
20 H -0.666 2.010 -3.310
21 H -2.142 1.042 -3.173
22 H 1.254 0.632 -3.715
23 H -0.050 -0.221 -4.612
24 H 1.009 -1.117 -3.487
25 C -0.654 -4.692 -0.015
26 C 0.574 -3.794 0.122
27 C 1.105 -3.811 1.556
28 C 1.668 -4.206 -0.862
29 N 0.181 -2.424 -0.192
30 H -0.385 -5.723 0.210
31 H -1.044 -4.662 -1.034
32 H -1.439 -4.388 0.679
33 H 1.387 -4.826 1.831
34 H 0.341 -3.471 2.259
35 H 1.988 -3.178 1.649
36 H 1.996 -5.222 -0.640
37 H 2.530 -3.543 -0.785
38 H 1.296 -4.189 -1.887
39 C 0.199 4.621 3.964
40 C 0.768 3.688 2.937
41 C 1.730 4.104 2.032
42 C 2.301 3.248 1.091
43 C 3.365 3.791 0.176
44 C 1.850 1.921 1.048
45 C 0.879 1.469 1.968
46 C 0.458 0.026 2.094
47 C 0.360 2.353 2.893
48 C 2.393 1.031 -0.010
49 O 3.469 1.016 -0.495
50 O 1.404 0.151 -0.488
51 H 0.561 5.637 3.823
52 H 0.480 4.299 4.968
53 H -0.891 4.634 3.921
54 H 2.065 5.134 2.060
55 H 3.413 4.875 0.260
56 H 3.194 3.530 -0.868
57 H 4.340 3.383 0.440
58 H 1.249 -0.700 1.925
59 H -0.461 -0.218 1.468
60 H 0.033 -0.169 3.078
61 H -0.356 1.997 3.626

Atom charges from the Löwdin analysis, given in e for atoms 1 to 4: Ta 1.82; C 0.00; O -0.36; C -0.13